{"formula": "C23H15CoF4I2N7S2", "method": "ωB97M-V/def2-TZVPD", "species": ["Co", "I", "C", "I", "H", "H", "C", "N", "C", "S", "N", "C", "H", "H", "H", "H", "H", "H", "H", "H", "S", "C", "N", "C", "C", "C", "C", "C", "C", "H", "H", "H", "H", "H", "F", "C", "C", "F", "C", "C", "C", "F", "C", "C", "C", "N", "C", "N", "F", "C", "C", "N", "C", "N"], "xyz": [[-0.464, -1.186, 0.270], [1.221, -1.618, 2.604], [2.624, -2.185, 1.062], [1.646, -2.363, -0.871], [3.067, -3.151, 1.307], [3.389, -1.414, 0.991], [-4.695, -0.715, -4.956], [-3.657, -1.094, -4.017], [-2.615, -0.340, -3.696], [-1.428, -1.051, -2.628], [-2.455, 0.866, -4.196], [-1.372, 1.779, -3.924], [-5.437, -1.508, -5.003], [-4.284, -0.568, -5.957], [-5.198, 0.198, -4.630], [-3.664, -2.049, -3.687], [-3.136, 1.195, -4.872], [-0.711, 1.351, -3.171], [-1.770, 2.731, -3.568], [-0.805, 1.970, -4.837], [-4.364, -3.300, 0.525], [-3.170, -2.083, 0.464], [-1.934, -2.457, 0.704], [-1.874, -3.805, 1.003], [-0.756, -4.554, 1.387], [-0.906, -5.893, 1.715], [-2.146, -6.519, 1.618], [-3.267, -5.805, 1.210], [-3.127, -4.448, 0.937], [-3.441, -1.058, 0.268], [0.217, -4.095, 1.454], [-0.047, -6.460, 2.045], [-2.246, -7.561, 1.878], [-4.222, -6.295, 1.112], [1.295, 5.650, 1.229], [2.138, 4.691, 1.560], [3.301, 5.012, 2.229], [3.535, 6.268, 2.534], [4.285, 4.023, 2.566], [3.951, 2.671, 2.224], [2.759, 2.363, 1.630], [2.491, 1.076, 1.342], [1.803, 3.343, 1.242], [0.614, 2.982, 0.576], [0.164, 1.688, 0.431], [-0.329, 0.639, 0.285], [-0.244, 3.920, -0.058], [-0.952, 4.606, -0.638], [4.795, 1.691, 2.497], [5.498, 4.358, 3.175], [5.823, 5.656, 3.631], [6.116, 6.677, 4.062], [6.548, 3.434, 3.390], [7.441, 2.736, 3.555]], "forces_ev_per_a": [[0.2, -1.9, 0.9], [0.3, -0.2, -0.5], [-0.1, 0.1, 0.2], [0.4, 0.0, 0.3], [-0.2, 0.1, -0.1], [-0.2, -0.1, -0.1], [-0.4, 0.4, -0.4], [0.6, -0.3, 0.5], [-0.6, 0.2, -0.7], [0.2, 0.0, 0.0], [-0.5, -0.5, 0.0], [0.5, 0.6, 0.0], [0.1, 0.0, 0.0], [0.0, 0.0, 0.0], [0.0, 0.0, 0.0], [0.0, 0.0, 0.0], [0.0, -0.2, 0.1], [0.1, 0.1, 0.0], [0.0, -0.1, 0.1], [0.0, -0.1, 0.1], [0.5, 0.2, 0.1], [-0.5, -0.3, 0.0], [-0.3, 0.7, -0.4], [-0.2, -1.2, 0.3], [0.0, -0.1, 0.0], [0.1, 0.5, -0.2], [-0.6, 0.3, -0.1], [0.3, -0.3, 0.1], [0.3, 0.2, 0.0], [0.0, 0.1, -0.1], [0.0, 0.0, 0.0], [0.0, 0.0, 0.0], [0.0, -0.1, 0.0], [-0.1, 0.0, 0.1], [0.1, 0.0, 0.1], [0.7, 0.3, 0.4], [-0.9, 0.2, -0.5], [-0.1, -0.4, -0.1], [1.1, 0.3, 0.6], [-0.6, -0.6, -0.4], [0.8, 0.1, 0.4], [0.1, 0.2, 0.0], [-0.1, -0.2, 0.0], [0.7, 0.6, 0.3], [-0.6, -1.3, -0.1], [0.6, 2.4, 0.0], [0.1, 0.0, 0.1], [-0.5, 0.3, -0.4], [-0.3, 0.3, -0.1], [-1.0, -0.2, -0.5], [-0.3, -0.1, -0.1], [0.2, 0.5, 0.2], [-0.1, -0.1, 0.0], [0.4, -0.3, 0.1]], "mol_weight_g_mol": 842.29, "spin_multiplicity": 5, "e_homo_ha": [-0.599, -0.604], "orbital_gap_ev": [5.63, 4.07], "charge": 3}